The following is a quantum chemistry calculation of a molecular structure, C34H24N4O3RuSe at a distorted geometry, from the OMol25 dataset.

- highest occupied orbital energy (alpha / beta) (eV) = -4.26 / -4.30
- HOMO-LUMO gap (alpha / beta) (eV) = 6.0 / 5.8
- lowest unoccupied orbital energy (alpha / beta) (eV) = 1.7 / 1.5
- ΔE to the lowest compared entry with this formula, charge and spin (kcal/mol) = 43.31

ORCA input file:
```
! wB97M-V def2-TZVPD RIJCOSX def2/J DEFGRID3
* xyz -1 2
Ru -0.674 0.106 -0.553
Se -1.274 -2.801 -0.108
O -1.405 -0.359 3.996
O -0.370 0.071 -2.530
O -0.594 -0.007 1.565
N 1.199 -0.495 -0.193
N 1.562 -0.624 1.082
N -0.681 2.531 -0.375
N 0.107 -7.283 -0.454
C 1.788 -0.531 -5.336
C 2.068 -0.849 -1.123
C 0.700 -0.163 -4.573
C 1.903 -0.742 -2.523
C 2.986 -1.114 -3.345
C 0.364 3.382 -0.384
C 1.303 5.637 -0.353
C 2.566 -0.566 5.129
C 2.759 3.733 -0.461
C -0.105 -0.407 4.329
C 2.579 5.113 -0.417
C -0.665 -5.275 -1.500
C -1.149 5.274 -0.314
C 2.938 -1.014 -4.715
C -1.945 2.995 -0.366
C -0.632 -4.591 -0.284
C -0.197 -5.296 0.839
C -5.344 1.358 -0.372
C 1.676 2.883 -0.436
C -2.187 4.376 -0.336
C -4.992 0.020 -0.337
C 0.608 -0.344 1.945
C 1.552 -0.520 6.078
C 0.705 -0.261 -3.167
C -3.003 1.994 -0.382
C -0.290 -6.605 -1.521
C -4.364 2.329 -0.392
C -2.647 0.627 -0.401
C -3.648 -0.327 -0.342
C 2.252 -0.517 3.789
C 0.232 -0.444 5.680
C 0.155 -6.623 0.695
C 0.923 -0.432 3.362
C 0.182 4.796 -0.347
H 3.757 3.323 -0.519
H -0.155 -4.811 1.803
H -0.995 -4.778 -2.399
H 3.598 -0.632 5.441
H 3.877 -1.486 -2.861
H 1.158 6.708 -0.317
H -5.747 -0.751 -0.300
H 3.019 -1.236 -0.757
H 1.743 -0.449 -6.413
H 3.025 -0.533 3.037
H 1.814 1.810 -0.462
H 0.480 -7.206 1.549
H -4.674 3.366 -0.408
H 3.791 -1.306 -5.312
H -0.571 -0.406 6.400
H -3.392 -1.380 -0.301
H -0.199 0.220 -5.036
H -3.203 4.738 -0.322
H 1.795 -0.539 7.131
H -0.318 -7.173 -2.444
H -1.338 6.337 -0.271
H -1.454 -0.258 3.016
H -6.390 1.642 -0.370
H 3.437 5.770 -0.434
*
```